No. 1
Entry from the Open Molecules 2025 dataset: a gas-phase ion, C4H12N3 (charge +1) in a non-equilibrium geometry (wB97M-V/def2-TZVPD).

As for the SMILES: N/C=N\CCC[NH3+]. The LUMO energy is -3.51 eV. Its highest occupied orbital energy is -12.5 eV. Its total charge is +1. Its orbital gap is 9.00 eV.

Structure (XYZ):
```
19
Properties=species:S:1:pos:R:3:forces:R:3:lowdin_charge:R:1
N 2.697480 -0.320026 1.738009 -0.52 -0.49 -0.03 0.1083
C 1.471478 -0.939488 1.774977 0.62 0.44 0.10 -0.2766
N 0.425279 -0.653484 1.118491 -0.57 0.02 0.27 0.0111
C 0.426216 0.492206 0.234843 0.77 -0.59 0.55 -0.2647
C -1.001678 0.926675 -0.003354 0.41 0.18 -0.90 -0.1787
C -1.787966 -0.137088 -0.729241 -1.13 0.56 0.56 -0.1547
N -1.315468 -0.243866 -2.149625 0.91 0.04 0.04 0.2041
H 3.414731 -0.790740 2.258328 0.20 0.42 0.17 0.0941
H 2.792864 0.661688 1.551053 0.17 -0.04 -0.12 0.0872
H 1.455973 -1.753268 2.490029 -0.20 -0.39 -0.23 0.1228
H 1.037409 1.320352 0.596358 -0.16 0.28 0.10 0.1119
H 0.954261 0.161479 -0.674159 -0.16 0.25 -0.34 0.1152
H -1.526099 1.171832 0.915199 0.16 0.00 0.14 0.1321
H -1.002184 1.813340 -0.655353 -0.10 0.10 0.31 0.1268
H -2.822439 0.202012 -0.752024 -0.10 -0.28 -0.27 0.1335
H -1.768600 -1.112901 -0.256752 0.36 -0.08 -0.04 0.1290
H -1.304781 -1.205742 -2.461531 -0.41 -0.31 -0.39 0.1711
H -0.331929 0.043852 -2.198275 0.01 0.06 0.12 0.1504
H -1.814546 0.363167 -2.796972 -0.26 -0.18 -0.04 0.1773
```
Forces are in eV/Å.

No. 2
Entry from the Open Molecules 2025 dataset: a molecular structure, C27H15Cl68F8O3PS in a non-equilibrium geometry (wB97M-V/def2-TZVPD).

The LUMO energy is -0.99 eV. Its highest occupied orbital energy is -9.7 eV. Its total charge is 0. Its orbital gap is 8.70 eV.

Structure (XYZ):
```
123
Properties=species:S:1:pos:R:3:forces:R:3:lowdin_charge:R:1
C -1.891591 -1.645611 0.624298 -0.13 0.22 -0.58 -0.1644
C -1.102866 -0.248835 1.004317 -0.86 -0.58 1.34 -0.2783
C -1.995585 1.062612 0.591141 0.40 0.19 0.78 -0.2210
C -1.467669 1.878243 -0.728886 -1.23 2.06 0.22 -0.4906
C -2.736946 2.766954 -1.358498 0.53 1.05 0.66 -0.1243
P -0.559800 0.818808 -2.031972 -0.51 -1.34 1.49 0.9630
C -1.779675 0.045696 -3.315489 0.15 -0.28 -2.10 -0.2542
C -1.234635 -1.519337 -3.542473 -0.09 0.33 0.33 -0.2969
O -0.256559 -1.617181 -4.663872 -2.75 0.89 1.45 -0.1753
C -2.443199 -2.598399 -3.792615 -0.29 -0.31 -0.82 -0.1900
F -3.412815 -2.085101 -4.803406 2.79 -1.95 3.32 0.0180
F -1.790064 -3.814900 -4.406100 -3.81 3.47 2.74 -0.1567
F -3.171772 -2.941111 -2.538273 2.21 0.84 -4.39 0.0034
S 0.771767 2.195135 -3.078409 -3.33 3.93 -6.74 0.6771
O 0.310618 3.675457 -2.946733 2.29 -4.81 0.54 -0.4347
O 0.790600 1.724997 -4.581038 0.51 1.07 5.54 -0.3963
C 2.513756 1.891945 -2.423867 2.73 -0.98 -0.32 -0.2591
F 2.819878 0.449432 -2.734848 -0.89 4.87 0.63 -0.0989
F 3.486136 2.830263 -3.090990 -3.47 -3.56 2.27 -0.0036
C 2.641933 2.040499 -0.784294 2.73 0.05 1.69 -0.2248
F 4.083381 2.389289 -0.517006 -5.06 -1.05 -0.55 -0.0204
F 2.419916 0.713854 -0.149264 0.23 5.06 -1.82 -0.0657
F 1.825133 3.137961 -0.211414 2.54 -4.38 -2.39 -0.1428
H -1.937889 -1.772135 -0.561208 0.07 0.33 2.64 0.0205
H -3.019001 -1.641811 0.983348 2.39 0.17 -0.53 0.0916
H -1.356131 -2.592965 1.072828 -1.07 2.03 -0.90 0.0599
H -0.007794 -0.258728 0.591654 -2.23 0.18 0.59 0.0446
H -0.999720 -0.217098 2.193378 -0.20 -0.13 -2.61 0.0841
H -1.913621 1.819841 1.510172 -0.19 -1.45 -2.13 0.1118
H -3.158065 0.806707 0.515915 2.64 0.33 -0.10 0.1208
H -0.693829 2.693857 -0.349644 -1.31 -1.92 -0.93 0.0955
H -2.707674 2.828051 -2.528394 -0.23 -0.28 2.32 0.0781
H -3.755397 2.391673 -0.914754 1.95 0.54 -1.19 0.0772
H -2.608392 3.887099 -0.966626 -0.31 -2.44 -0.91 0.0960
H -1.625458 0.564735 -4.378592 -0.54 -0.96 2.37 0.1181
H -2.902669 0.084726 -2.985791 2.21 0.08 -0.43 0.1170
H -0.733262 -1.808578 -2.499237 -0.81 0.33 -2.84 0.0557
H -0.735328 -1.712303 -5.545322 0.62 0.34 1.72 0.0978
C 1.281282 -3.726514 -0.850575 0.16 -0.23 -0.06 -1.9233
Cl 1.610968 -4.655305 0.633758 -0.66 0.16 -0.50 0.5068
Cl -0.465589 -3.764600 -1.199339 0.71 -0.70 0.03 0.6196
Cl 1.804989 -2.038651 -0.623672 -0.15 -0.52 -0.08 0.5581
Cl 2.174761 -4.447499 -2.213048 -0.29 0.27 0.47 0.5261
C 5.719438 -4.799421 2.165309 0.09 0.12 -0.11 -1.9673
Cl 5.590159 -4.580173 3.928774 0.02 -0.03 -0.41 0.5268
Cl 7.309168 -4.217685 1.609442 -0.17 -0.64 0.25 0.4696
Cl 5.547035 -6.527606 1.767455 0.04 0.39 0.07 0.5253
Cl 4.431391 -3.872220 1.355564 -0.02 -1.57 0.68 0.4233
C 1.743198 -3.980654 -6.421243 -0.19 -0.24 0.18 -1.9351
Cl 1.712917 -2.473477 -7.371030 0.01 -0.29 0.25 0.5238
Cl 3.183665 -3.993039 -5.372649 -0.20 0.04 -0.33 0.5083
Cl 0.275631 -4.078529 -5.415609 1.86 -0.99 -1.31 0.6677
Cl 1.800579 -5.377569 -7.525684 0.01 0.32 0.20 0.4892
C 6.340797 -0.752729 -0.369614 0.03 0.14 0.18 -1.9446
Cl 7.062644 0.832134 0.006869 -0.13 -0.29 -0.15 0.5332
Cl 7.532513 -1.758463 -1.231565 -0.25 0.18 0.19 0.5190
Cl 5.863914 -1.562785 1.143999 0.57 1.92 -0.83 0.4623
Cl 4.904119 -0.521801 -1.397760 0.80 -0.29 0.33 0.5889
C 1.048827 2.210782 3.856991 -0.03 0.13 0.02 -1.9508
Cl -0.441303 2.952552 4.492508 0.33 -0.20 -0.15 0.5084
Cl 2.462292 2.921506 4.676523 -0.39 -0.22 -0.22 0.5413
Cl 1.011218 0.454330 4.153797 0.06 0.43 -0.54 0.4941
Cl 1.163101 2.514743 2.105133 -0.15 -0.16 1.17 0.6264
C -3.506575 2.789843 7.548218 0.09 -0.09 0.05 -1.9677
Cl -4.527169 1.411364 7.065751 0.26 0.36 0.10 0.5381
Cl -4.119622 3.477642 9.073259 0.02 -0.38 -0.30 0.5046
Cl -1.829222 2.234923 7.778835 -0.96 -0.25 -0.38 0.4288
Cl -3.550288 4.035445 6.275025 0.18 -0.96 -0.25 0.4472
C 2.120019 6.733208 -1.572696 -0.05 -0.06 -0.18 -1.9627
Cl 3.067302 8.240522 -1.500226 -0.20 -0.36 -0.02 0.5097
Cl 3.188107 5.344330 -1.248889 -0.02 0.75 -0.18 0.5924
Cl 0.826138 6.785464 -0.348859 0.52 -0.50 -0.25 0.4857
Cl 1.398527 6.562517 -3.192811 0.24 0.16 0.49 0.5497
C 0.841120 -0.716568 8.698162 0.09 -0.24 0.09 -1.9742
Cl -0.649010 0.025202 9.333680 0.66 -0.59 0.11 0.4786
Cl 2.254586 -0.005845 9.517695 -0.34 -0.13 -0.20 0.5228
Cl 0.803510 -2.473021 8.994968 0.21 0.48 -0.13 0.4936
Cl 0.955394 -0.412608 6.946304 -0.08 -0.02 0.86 0.4755
C -0.370901 -9.048024 -8.494940 -0.08 0.05 0.02 -2.0022
Cl -0.500180 -8.828776 -6.731475 0.05 -0.03 -0.45 0.5153
Cl 1.218829 -8.466288 -9.050807 -0.31 -0.17 0.10 0.4886
Cl -0.543304 -10.776209 -8.892794 0.05 0.42 0.09 0.5169
Cl -1.658948 -8.120823 -9.304685 0.45 -0.22 0.22 0.4893
C -0.349917 5.780591 9.428991 -0.02 0.06 -0.02 -1.9785
Cl 0.364679 7.322863 8.894818 -0.16 -0.36 0.14 0.5210
Cl 0.948576 4.601849 9.743837 -0.32 0.23 -0.09 0.5181
Cl -1.286480 6.045315 10.921441 0.20 -0.08 -0.36 0.5205
Cl -1.426444 5.152337 8.155868 0.72 1.12 0.47 0.4520
C 11.301876 -5.754771 0.470054 0.00 -0.08 0.03 -2.0116
Cl 11.814786 -6.649255 -0.983016 -0.13 0.23 0.35 0.5120
Cl 10.735378 -4.132305 -0.000403 0.10 -0.34 0.11 0.4968
Cl 9.978252 -6.636165 1.273669 0.36 0.21 -0.21 0.4964
Cl 12.679089 -5.601358 1.589967 -0.34 -0.03 -0.28 0.5125
C -5.352789 -7.743268 -10.881391 -0.04 -0.05 0.01 -2.0163
Cl -5.023104 -8.672060 -9.397058 -0.20 0.23 -0.38 0.4910
Cl -7.099660 -7.781354 -11.230155 0.42 0.02 0.08 0.5114
Cl -4.829082 -6.055405 -10.654487 -0.09 -0.41 -0.04 0.5062
Cl -4.459310 -8.464252 -12.243863 -0.20 0.18 0.35 0.5082
C -2.502104 -5.035288 10.070013 -0.07 0.09 0.02 -2.0077
Cl -2.283574 -3.282258 9.838230 -0.25 -0.52 0.12 0.4784
Cl -2.775278 -5.376509 11.797320 0.08 0.07 -0.43 0.5129
Cl -3.908103 -5.588523 9.125697 0.35 0.12 0.22 0.5112
Cl -1.041463 -5.893863 9.518804 -0.31 0.21 0.12 0.5055
C -6.514816 6.592561 7.329460 0.09 0.04 0.03 -1.9821
Cl -7.333542 5.821348 8.711310 0.20 0.17 -0.33 0.5186
Cl -6.947060 8.320125 7.271715 0.06 -0.40 -0.01 0.5166
Cl -4.750641 6.427651 7.516875 -0.81 0.77 0.23 0.4609
Cl -7.028022 5.801121 5.817939 0.15 0.13 0.45 0.4890
C 2.189251 -3.625351 -11.537713 0.03 0.01 0.04 -2.0094
Cl 0.699120 -2.883581 -10.902195 0.35 -0.20 -0.18 0.4980
Cl 3.602716 -2.914627 -10.718180 -0.36 -0.19 -0.20 0.5066
Cl 2.151641 -5.381804 -11.240907 -0.02 0.41 -0.10 0.4899
Cl 2.303524 -3.321390 -13.289570 -0.03 -0.08 0.42 0.5130
C -0.059344 10.340540 1.044185 0.02 0.02 -0.09 -2.0036
Cl -0.878069 9.569326 2.426035 0.19 0.15 -0.32 0.5078
Cl -0.491588 12.068103 0.986440 0.10 -0.40 0.03 0.5140
Cl 1.704832 10.175629 1.231600 -0.47 0.06 0.00 0.4990
Cl -0.572549 9.549100 -0.467337 -0.11 0.66 0.39 0.4817
C -7.862503 7.490312 2.185183 0.01 0.07 0.02 -2.0115
Cl -6.705349 8.339408 3.240940 -0.28 -0.18 -0.29 0.4952
Cl -8.619348 8.658478 1.072879 0.19 -0.30 0.28 0.5149
Cl -7.004168 6.244416 1.244101 -0.19 0.28 0.23 0.5058
Cl -9.121147 6.718949 3.182814 0.26 0.19 -0.29 0.4964
```
Forces are in eV/Å.

No. 3
Entry from the Open Molecules 2025 dataset: 2 unconnected molecules or ions with the total composition C3H10 in a non-equilibrium geometry (wB97M-V/def2-TZVPD).

The LUMO energy (spin up / spin down) is -3.72 / -12.05 eV. Its spin multiplicity is 2. Its highest occupied orbital energy (spin up / spin down) is -14.6 / -14.6 eV. Its total charge is +1. Its orbital gap (spin up / spin down) is 10.89 / 2.56 eV.

Structure (XYZ):
```
13
Properties=species:S:1:pos:R:3:forces:R:3:lowdin_charge:R:1
C -0.867539 4.525809 -3.232422 -0.03 -2.39 -2.99 -0.0090
H -1.169717 5.373248 -3.743572 -0.66 1.36 -1.35 0.0098
H -0.772440 4.755455 -2.289653 1.31 1.52 5.16 -0.0437
H -0.010855 4.033519 -3.646354 0.71 0.19 -0.19 0.0281
H -1.596845 3.764101 -3.162082 -1.33 -0.69 -0.62 0.0147
C 0.878981 -2.536449 1.388689 0.63 1.04 1.60 0.0073
C 0.196257 -3.102352 2.647515 0.33 -1.14 -3.32 0.0574
H 0.347489 -1.759154 0.790419 -0.17 -0.91 -0.30 0.1463
H 1.066177 -3.442054 0.728253 -1.14 -0.38 -0.18 0.1945
H 1.907612 -2.171349 1.468494 -0.29 0.42 0.97 0.1045
H -0.643280 -3.735455 2.332545 0.13 0.32 0.60 0.1183
H 0.779634 -3.523470 3.465748 0.22 -0.19 0.59 0.1385
H -0.115474 -2.181848 3.252421 0.29 0.85 0.05 0.2331
```
Forces are in eV/Å.

No. 4
Entry from the Open Molecules 2025 dataset: a molecular structure, C18H21CrIN7O3 (wB97M-V/def2-TZVPD).

The LUMO energy (spin up / spin down) is 0.14 / 0.03 eV. Its spin multiplicity is 4. Its highest occupied orbital energy (spin up / spin down) is -5.6 / -6.7 eV. Its total charge is 0. Its orbital gap (spin up / spin down) is 5.74 / 6.75 eV.

Structure (XYZ):
```
51
Properties=species:S:1:pos:R:3:forces:R:3:lowdin_charge:R:1
Cr -0.052204 -0.276842 0.708611 -0.07 0.42 0.02 0.4790
C 4.042754 -1.000444 -1.023024 -0.01 -0.03 0.03 -0.0316
C 3.766516 0.344021 -0.415217 0.03 0.02 -0.02 -0.2835
N 4.803384 1.147170 -0.191854 -0.02 0.03 0.01 0.0957
C 4.542820 2.338611 0.361577 -0.01 0.04 0.04 -0.1191
C 3.289886 2.798932 0.697780 0.02 -0.02 -0.04 -0.1571
C 3.149889 4.172382 1.285400 -0.02 0.00 0.01 -0.2184
O 2.598134 4.179094 2.604321 0.05 0.01 0.02 -0.0666
C 2.160357 1.962826 0.451996 -0.02 0.16 0.03 -0.0924
C 0.856239 2.423681 0.736365 0.12 -0.13 -0.02 -0.0804
N -0.304765 1.709786 0.537013 -0.09 0.05 0.00 -0.0907
C -1.483432 2.426046 0.530320 0.00 -0.01 0.00 -0.3450
C -1.540180 3.836869 0.435558 0.00 -0.05 0.00 -0.0204
C -2.735643 4.526036 0.455965 0.02 0.03 -0.01 -0.0855
C -3.954175 3.867341 0.555691 -0.02 -0.04 0.00 -0.1052
C -3.949131 2.483692 0.610187 0.08 0.06 -0.01 -0.1718
C -2.743832 1.802536 0.590440 -0.03 0.15 0.00 -0.6064
I -2.825494 -0.274228 0.603605 -0.02 -0.27 0.11 1.1703
C 2.448409 0.696362 -0.107561 -0.03 -0.17 -0.05 -0.2745
O 1.484123 -0.205565 -0.339219 0.09 0.04 -0.04 -0.2251
H 5.108238 -1.092288 -1.218452 0.01 0.00 0.00 0.0750
H 3.492487 -1.134126 -1.956684 -0.01 0.02 -0.02 0.0759
H 3.730495 -1.806060 -0.352769 0.00 -0.01 0.00 0.0689
H 5.402097 2.977010 0.544777 0.03 -0.01 -0.01 0.1062
H 2.473706 4.791059 0.690049 0.00 -0.02 0.00 0.1212
H 4.128771 4.662450 1.280841 -0.01 0.00 -0.01 0.1120
H 3.110429 3.557721 3.132835 -0.04 -0.01 -0.01 0.0917
H 0.776365 3.388707 1.214764 -0.01 0.02 0.02 0.0938
H -0.625052 4.394205 0.309101 0.02 0.00 0.00 0.1015
H -2.711855 5.605559 0.379236 -0.01 0.01 0.00 0.1055
H -4.887281 4.412195 0.572516 0.00 0.00 0.00 0.0994
H -4.878759 1.933784 0.665059 -0.01 -0.01 0.00 0.0890
N -0.696587 -5.652440 0.662162 0.11 0.13 0.01 0.1423
N -0.248391 -4.392394 0.288504 -0.03 -0.15 0.00 -0.2788
N 0.450049 -4.200788 -0.806902 -0.04 0.09 0.07 0.1521
C 0.574472 -2.880303 -0.798707 0.11 -0.03 -0.05 -0.1446
N -0.034075 -2.339303 0.262815 0.04 -0.30 0.00 -0.0819
N -0.560767 -3.332392 0.956604 -0.09 0.08 -0.08 0.1181
H -0.048332 -6.312725 0.245613 -0.03 -0.03 0.02 0.1020
H -0.639763 -5.698328 1.674729 -0.03 -0.04 -0.02 0.1036
H 1.122770 -2.303360 -1.521806 -0.01 0.01 -0.01 0.1178
C -0.624995 1.136380 3.642165 0.01 -0.02 0.04 -0.0615
O 0.425428 0.176513 3.604164 -0.02 0.02 -0.03 -0.1325
C 0.662496 -0.458786 2.441873 -0.03 -0.05 -0.02 -0.3315
C 1.847944 -1.371285 2.618166 0.00 -0.04 0.02 -0.0613
H -0.323493 2.048935 3.128813 -0.01 -0.01 0.02 0.0853
H -0.808508 1.346776 4.693236 0.00 0.01 -0.01 0.0954
H -1.530405 0.732781 3.184488 0.00 0.02 0.00 0.0521
H 2.354812 -1.154747 3.559720 0.02 0.01 -0.02 0.0852
H 2.553583 -1.251794 1.794257 0.01 0.01 -0.01 0.0626
H 1.539868 -2.421560 2.631278 -0.03 -0.01 0.03 0.0639
```
Forces are in eV/Å.

Record order is preserved below.
ΔE to the lowest compared entry with this formula, charge and spin: 143.7; 967.1; 57.0; 71.4 kJ/mol